(i)
2 unconnected molecules or ions with the total composition C2H7S3. Source: the Open Molecules 2025 dataset; level of theory: wB97M-V/def2-TZVPD.

As for the charge: -1. The spin multiplicity is 1. The value obtained for the LUMO energy is 3.281 eV.

Each line ends with the Mulliken charge.
Cartesian coordinates (Å):
S: -0.98821 0.95063 3.57466  -0.277
H: -1.88473 0.01200 3.17287  0.115
H: 1.77684 -0.39360 -3.21508  0.219
H: 2.03875 -1.71000 -1.99183  0.209
H: -0.05300 2.10464 1.72076  0.278
S: 0.51985 -0.01800 -1.21115  -0.156
H: 0.06341 0.39816 1.46998  0.290
C: -0.64776 1.17959 1.76022  -0.780
H: 0.59615 -1.75685 -3.06500  0.260
H: -1.42552 1.15299 1.01176  0.291
S: -1.31108 -0.79434 -0.68336  -0.686
C: 1.31530 -1.12522 -2.54382  -0.761


(ii)
2 unconnected molecules or ions with the total composition C2H7S3. Source: the Open Molecules 2025 dataset; level of theory: wB97M-V/def2-TZVPD.

As for the charge: -1. The spin multiplicity is 1. The value obtained for the LUMO energy is 3.249 eV.

Each line ends with the Mulliken charge.
Cartesian coordinates (Å):
H: -1.19359 0.57377 -0.01745  0.237
C: 0.75675 1.49508 -0.12110  -0.799
S: -0.78782 -1.98238 1.98592  -0.256
H: 0.51981 2.40114 0.44869  0.293
C: -0.49384 0.92074 -0.77819  -0.520
H: 0.31822 -1.56522 -0.45484  0.111
H: -1.44160 -3.14457 1.86013  0.107
H: 1.50599 1.71292 -0.88232  0.261
H: 1.18654 0.75489 0.55384  0.191
H: -1.00978 1.69586 -1.35355  0.264
S: -0.14879 -0.45751 -1.92196  -0.569
S: 0.78810 -2.40472 0.68083  -0.320


Which one is most stable, and which one is least stable? (ii) is the most stable of them, while (i) is the least stable.